1.
This record from the Open Molecules 2025 dataset describes a molecular structure, C33H45CdCl2IN3SSbSi3. The level of theory is ωB97M-V/def2-TZVPD.

XYZ file:
```
90
Properties=species:S:1:pos:R:3:lowdin_charge:R:1
I 2.9820 -0.9984 -5.4551 0.89
Sb -1.2046 -1.1525 -0.0834 1.42
Cd 0.9357 0.9702 -1.9323 1.20
Cl 3.7020 0.7262 -1.9294 0.63
Cl 3.0311 6.1469 -1.9557 0.65
S 1.7344 3.2995 -2.4842 0.46
Si -2.0337 2.1981 -1.1407 0.35
Si -0.0020 -2.7122 2.5591 0.40
Si -1.9021 -0.3586 3.2717 0.44
N -0.5380 -0.0677 -3.6846 0.03
N 0.9951 0.7482 1.1054 0.05
N 2.1714 -1.6403 -2.7114 -0.07
C -1.2671 0.1109 4.9694 -0.18
C 1.4334 -3.7371 -1.8262 -0.07
C -0.8025 -0.3829 -4.9569 -0.15
C -0.5459 -0.9522 2.0857 -0.54
C -3.3376 -1.2909 0.2858 -0.31
C -3.8427 2.1084 -0.6581 -0.18
C -3.1146 -0.6606 -4.5008 -0.06
C 1.7876 -2.4077 -1.6817 -0.20
C -1.5498 0.0114 -2.7853 -0.52
C 1.9931 1.6441 1.2377 -0.16
C -2.0087 3.1075 -2.7823 -0.18
C 3.3891 3.4378 -1.9310 -0.76
C -2.8548 -0.3196 -3.1854 -0.06
C 0.6503 -0.0110 2.1617 -0.40
C 2.2515 -2.2073 -3.9034 -0.80
C -0.0092 -3.0651 4.3999 -0.18
C 2.7359 1.8084 2.3858 -0.05
C 5.2773 4.8733 -1.2834 -0.13
C 2.4338 0.9880 3.4636 -0.05
C 1.4896 -4.2965 -3.0889 -0.06
C 1.7601 -3.0151 2.0031 -0.15
C -2.7422 1.1783 2.6265 -0.17
C 3.9685 4.7075 -1.7045 -0.69
C 1.9197 -3.5261 -4.1591 -0.13
C -3.1558 -1.7302 3.5525 -0.18
C -2.0723 -0.6794 -5.4172 -0.07
C -1.1760 0.5621 -1.4374 -0.65
C 1.3955 0.0870 3.3528 -0.08
C 6.0844 3.7702 -1.0560 -0.10
C -1.0850 3.2158 0.1067 -0.19
C 5.5676 2.5061 -1.2563 -0.13
C 4.2558 2.3620 -1.6856 -0.67
C -1.0890 -4.0440 1.8009 -0.20
H -4.2002 3.1284 -0.4570 0.04
H -1.7529 3.9063 0.6432 0.04
H 3.5229 2.5517 2.4303 0.11
H -0.9661 -2.8243 4.8802 0.01
H 1.8468 -3.1159 0.9120 0.00
H 2.4297 -2.2024 2.3156 0.04
H 1.1144 -4.3135 -0.9682 0.10
H -3.6730 -0.6655 1.1138 -0.02
H -0.7630 -0.7110 5.4922 0.02
H -2.3183 2.0734 3.0993 0.05
H -3.5900 -2.3372 0.4927 0.00
H -2.1350 0.4116 5.5728 0.05
H 2.9981 1.0609 4.3867 0.11
H 7.1105 3.8971 -0.7283 0.11
H -4.0324 1.5034 0.2356 0.00
H -3.8564 -0.9811 -0.6221 -0.02
H -3.8152 1.1549 2.8533 0.05
H -2.2371 -0.9169 -6.4603 0.10
H 1.2028 -5.3297 -3.2462 0.11
H -0.5747 2.5916 0.8437 0.00
H -3.2914 -2.3705 2.6761 0.00
H 2.1269 -3.9472 2.4578 0.05
H 1.7691 -1.9255 -0.7093 0.06
H 0.1668 -4.1421 4.5320 0.04
H 5.6574 5.8786 -1.1357 0.10
H 2.0035 -3.9332 -5.1574 0.09
H -0.5829 0.9646 4.9233 0.04
H -1.9513 -4.2665 2.4466 0.03
H 0.7847 -2.5311 4.9394 0.03
H -3.6614 -0.2687 -2.4640 0.08
H -0.4974 -4.9655 1.7073 0.04
H -0.9996 3.1235 -3.2109 -0.01
H -2.6276 1.2869 1.5490 -0.03
H -4.1306 -1.2907 3.8024 0.05
H -2.3351 4.1507 -2.6697 0.04
H 1.1356 -0.5503 4.1936 0.08
H -4.1272 -0.8871 -4.8145 0.11
H -1.4657 -3.7880 0.8065 -0.02
H -2.8610 -2.3720 4.3922 0.03
H -2.6732 2.6200 -3.5082 0.03
H 6.1735 1.6216 -1.0902 0.10
H 2.1923 2.2819 0.3807 0.07
H -4.4495 1.7036 -1.4789 0.03
H -0.3237 3.8091 -0.4189 0.00
H 0.0456 -0.3964 -5.6303 0.04
```

Results
- calculated total energy (eV) = -118140.272
- spin multiplicity = 1
- E_LUMO (eV) = 0.333
- relative energy (zero: lowest compared OMol25 entry of this formula, charge and spin) (kJ/mol) = 15.8
- HOMO level (eV) = -7.5
- M (g mol⁻¹) = 1032.051

=====

2.
This record from the Open Molecules 2025 dataset describes a molecular structure, C33H45N2O2PtSSe in a non-equilibrium geometry. The level of theory is ωB97M-V/def2-TZVPD.

XYZ file:
```
85
Properties=species:S:1:pos:R:3:lowdin_charge:R:1
Pt 2.9245 -1.2832 -0.1250 0.76
Se 2.3511 1.0952 -0.4771 1.10
S 5.4096 -1.5971 0.5617 0.56
O 1.5553 -1.0888 1.6346 -0.25
O 1.2673 -1.5575 -1.6867 -0.22
N 5.6339 -4.1676 1.1600 0.09
N 3.6392 -3.4192 0.1054 -0.09
C -1.9522 4.0741 1.1372 -0.05
C -0.3343 -0.9209 3.9194 -0.53
C 1.1846 1.1817 1.0736 -0.37
C 5.1164 -5.3812 1.2585 -0.34
C -0.5965 1.4086 3.1044 0.00
C -1.1900 3.8070 2.4426 -0.56
C 0.9602 0.0236 1.8633 -0.40
C 0.5306 2.3794 1.2738 -0.09
C -2.2107 3.7325 3.5821 -0.07
C 4.8791 -3.2076 0.6249 -0.89
C 3.8298 -5.6684 0.7992 -0.03
C -0.9408 -2.1005 -5.0066 -0.05
C 0.0045 -0.4654 5.3476 -0.05
C 0.6013 -0.5550 -2.1170 -0.39
C -2.5706 -2.1232 -3.0769 -0.05
C 3.1235 -4.6288 0.2106 -0.11
C -1.6286 2.9843 -5.1041 -0.05
C -0.8244 1.7626 -3.0712 -0.19
C -1.1353 4.2829 -3.0501 -0.06
C 5.9591 -6.4416 1.9008 -0.04
C -3.1035 2.7695 -3.0985 -0.05
C 0.3993 -2.2416 3.6784 -0.07
C -1.6522 2.9392 -3.5699 -0.56
C 0.2630 1.8968 -2.2278 -0.09
C -1.0860 -2.0206 -3.4767 -0.53
C -0.2430 4.9777 2.7364 -0.05
C -1.8427 -1.1982 3.7890 -0.05
C -0.5279 -0.6806 -2.9884 -0.09
C -1.1754 0.4604 -3.4233 -0.01
C -0.3987 2.5172 2.2915 -0.19
C 0.0365 0.1901 2.9366 -0.10
C 0.9414 0.7820 -1.7741 -0.38
C -0.3790 -3.2368 -2.8799 -0.07
H 0.3120 4.7824 3.6519 0.09
H -0.4860 -3.2442 -1.7991 0.09
H 0.6158 2.8662 -1.9110 0.09
H 1.0773 -0.3075 5.4360 0.09
H -2.6776 -1.9364 -2.0093 0.09
H -1.3747 -3.0266 -5.3851 0.08
H -2.1206 -2.0668 4.3844 0.08
H -2.9516 -3.1213 -3.2943 0.08
H -1.7090 3.6055 4.5401 0.08
H -3.5249 1.8361 -3.4619 0.07
H -0.6033 3.0516 -5.4608 0.09
H -2.0795 2.0900 -5.5279 0.07
H -0.2950 -1.2233 6.0703 0.08
H 0.1241 -2.6626 2.7150 0.08
H 0.1398 -2.9549 4.4647 0.08
H -0.8160 -4.1505 -3.2873 0.08
H -2.5642 4.9711 1.2273 0.08
H -0.8102 5.9011 2.8593 0.08
H -1.3032 1.4954 3.9127 0.09
H -0.4987 0.4627 5.6010 0.07
H -3.1884 -1.4059 -3.6121 0.07
H -2.4384 -0.3525 4.1236 0.07
H 0.7640 3.1992 0.6094 0.09
H -2.5979 3.2309 0.9016 0.09
H -1.2625 4.2076 0.3096 0.06
H 7.0110 -6.2319 1.7346 0.07
H -2.1806 3.8534 -5.4641 0.08
H -1.2022 4.3264 -1.9665 0.06
H -2.7864 4.6571 3.6172 0.08
H -3.1453 2.7564 -2.0124 0.08
H -0.1037 4.4451 -3.3516 0.08
H 0.4722 5.1134 1.9303 0.07
H -1.4361 -1.2656 -5.4963 0.07
H 5.7820 -6.4562 2.9761 0.08
H -2.9045 2.9078 3.4329 0.08
H 5.7155 -7.4278 1.5098 0.07
H -2.0893 -1.3958 2.7472 0.09
H 2.1275 -4.7716 -0.1894 0.12
H 1.4766 -2.0997 3.6843 0.08
H -2.0214 0.3351 -4.0837 0.10
H 3.4022 -6.6538 0.9046 0.10
H 0.6811 -3.2229 -3.1109 0.08
H -1.7409 5.0897 -3.4612 0.08
H 0.1144 -2.0770 -5.2750 0.09
H -3.7214 3.5898 -3.4624 0.08
```

Results
- calculated total energy (eV) = -121457.486
- net charge = -1
- spin multiplicity = 1
- E_LUMO (spin up / spin down) (eV) = 2.515 / 2.461
- relative energy (zero: lowest compared OMol25 entry of this formula, charge and spin) (kJ/mol) = 179.8
- HOMO level (spin up / spin down) (eV) = -4.2 / -4.2
- M (g mol⁻¹) = 807.840

=====

3.
This record from the Open Molecules 2025 dataset describes a molecular structure, C33H46AsAuN5O2S. The level of theory is ωB97M-V/def2-TZVPD.

XYZ file:
```
89
Properties=species:S:1:pos:R:3:lowdin_charge:R:1
Au 1.6851 -1.4372 0.0882 0.66
As -0.0373 1.2627 -0.9372 1.28
S 1.5448 -2.0287 -2.5898 0.64
O -1.2137 -2.8979 1.4401 -0.07
O 3.9916 -3.5385 0.4578 -0.22
N 1.2317 -4.5861 -1.9791 -0.20
N 2.8117 -3.2128 0.8220 -0.23
N 0.6880 0.4234 0.5021 -0.38
N -0.7381 -3.3882 -2.1325 -0.23
N 0.1150 -3.1849 1.1107 -0.02
C 2.9632 -4.9056 2.5986 -0.05
C 2.8972 1.7509 -1.5154 -0.10
C 0.2811 2.6555 3.4498 -0.11
C -1.4067 -2.1026 -2.0700 -0.14
C 0.7887 0.9490 1.7713 -0.40
C 0.2066 2.1752 2.1545 -0.07
C 2.2158 3.0045 -1.0236 -0.28
C 0.2605 -3.7984 3.4705 -0.02
C -4.2456 1.3246 0.1877 -0.03
C -1.7397 2.6828 -2.9831 -0.09
C -2.0133 1.5659 -0.7154 -0.29
C 3.0252 4.1223 -0.8444 -0.03
C 0.9365 1.9372 4.4393 -0.14
C -1.1561 4.5868 -0.0830 -0.06
C 1.5285 0.7284 4.0907 -0.12
C 2.2214 -3.8761 1.7923 -0.34
C 2.5172 5.3300 -0.4003 -0.28
C 0.3053 4.3114 -0.3399 -0.28
C 0.8333 3.0699 -0.7443 -0.26
C -6.2719 2.3782 -0.8680 -0.06
C -2.4384 0.1448 1.3847 -0.06
C -3.9482 2.5025 -1.8491 -0.03
C 1.1534 5.4034 -0.1749 -0.03
C -1.4461 -4.3429 -2.9734 -0.07
C -2.8813 1.0412 0.2563 -0.26
C 0.6350 -5.5676 -1.0914 -0.06
C 3.4036 6.5242 -0.1661 -0.06
C 0.8232 -3.6013 2.0915 -0.34
C 1.4651 0.2500 2.7959 -0.07
C 0.6491 -3.3903 -2.2133 -0.79
C 2.6433 -4.7845 -2.2685 -0.09
C -2.5864 2.2401 -1.8143 -0.32
C -4.7966 2.0748 -0.8377 -0.28
H 3.3095 6.8774 0.8624 0.08
H 2.2704 1.1952 -2.2135 0.03
H -6.5656 2.9583 0.0090 0.08
H 3.1279 7.3501 -0.8257 0.07
H 4.4489 6.2755 -0.3481 0.07
H 3.8387 1.9959 -2.0078 0.07
H -6.5348 2.9472 -1.7597 0.07
H -0.3348 2.7428 1.4126 0.05
H -0.3325 -5.2194 -0.7439 0.08
H 4.0868 4.0341 -1.0535 0.11
H -2.4409 -2.2637 -1.7548 0.09
H -1.6499 -3.9065 -3.9604 0.09
H 3.2956 -4.3434 -1.5100 0.06
H 0.5203 -6.5320 -1.5981 0.08
H 2.0482 0.1442 4.8421 0.09
H -0.8960 3.2975 -2.6638 0.05
H -0.4810 -3.0205 3.6510 0.08
H -3.1994 -0.6131 1.5801 0.08
H 0.9879 2.3081 5.4558 0.08
H -1.6781 3.7410 0.3505 0.05
H -0.2407 -4.7660 3.5495 0.08
H -2.3971 -4.6106 -2.5087 0.09
H 1.2782 -5.7025 -0.2183 0.09
H -1.4055 -1.5857 -3.0367 0.08
H 3.1994 -4.5247 3.5966 0.07
H -2.3345 3.2506 -3.6991 0.07
H -0.8536 -5.2421 -3.1156 0.08
H 2.8277 -5.8593 -2.3289 0.08
H -0.1924 3.6018 3.6891 0.09
H 1.9378 -0.6931 2.5445 0.06
H -1.3210 1.8105 -3.4912 0.07
H -1.5015 -0.3543 1.1559 0.03
H -6.8565 1.4562 -0.8640 0.07
H -4.3621 3.0504 -2.6907 0.11
H 3.8979 -5.1306 2.0895 0.06
H -1.5221 -2.4689 0.6367 0.05
H -4.8961 0.9339 0.9653 0.12
H -2.2896 0.7147 2.3021 0.09
H -1.6684 4.8409 -1.0143 0.08
H 2.8803 -4.3213 -3.2243 0.06
H 2.3810 -5.8235 2.7138 0.07
H 3.1104 1.0764 -0.6838 0.06
H 0.7271 6.3467 0.1557 0.11
H -0.8988 -1.4586 -1.3567 0.01
H 1.0395 -3.7420 4.2269 0.07
H -1.2620 5.4362 0.5931 0.08
```

Results
- calculated total energy (eV) = -121877.741
- net charge = -1
- spin multiplicity = 1
- E_LUMO (eV) = 2.546
- relative energy (zero: lowest compared OMol25 entry of this formula, charge and spin) (kJ/mol) = 4.5
- HOMO level (eV) = -4.1
- M (g mol⁻¹) = 848.720